A structure of composition C29H48BrNOP2Sr. Source: the OMol25 dataset; level of theory: wB97M-V/def2-TZVPD.

Calculated values
highest occupied orbital energy (spin up / spin down) = -12.155 / -12.084 eV
HOMO-LUMO gap (spin up / spin down) = 5.5311 / 5.5242 eV
lowest unoccupied orbital energy (spin up / spin down) = -6.624 / -6.560 eV
charge = +2

Atoms and positions in Å:
H -4.07 2.00 -2.26
H -1.01 -5.80 -1.11
C 0.05 1.24 1.37
H 2.36 -5.80 1.36
C 1.17 -0.44 -4.18
H 0.74 4.80 0.20
H -1.42 -4.33 4.15
C -1.58 -4.86 -1.15
C -2.45 1.04 -5.11
P -0.43 -4.35 1.34
H -0.44 1.16 -2.08
Br 1.08 -0.53 1.96
C -1.36 0.92 1.68
H -2.59 -5.06 -0.77
H 2.22 4.87 1.18
C 0.44 4.24 2.26
H -0.65 4.23 2.10
H 2.83 1.35 1.61
H 3.33 1.98 4.07
H 0.78 -1.13 -4.94
H 3.65 0.39 -2.43
H -4.67 3.88 -3.78
H -2.95 -1.21 -3.58
H 2.04 -0.70 -1.11
C -2.70 -0.37 -1.59
H 0.49 1.01 4.25
H -1.68 -4.59 -2.23
H 2.91 3.08 1.22
H -2.36 -3.15 2.07
C 0.58 2.11 4.20
H 3.20 -4.60 2.35
C 1.14 5.05 1.18
N -3.56 3.15 -5.38
H 4.15 -1.19 -3.03
H 1.44 -2.93 2.02
C -0.63 0.99 -1.02
C 2.68 -0.20 -4.29
C -1.19 -3.30 3.87
H 3.09 -0.86 -5.06
H 0.59 4.72 3.24
H 3.66 3.64 3.50
H -0.43 3.81 5.11
H -1.90 -2.64 4.39
C -2.69 -0.28 -3.00
Sr -1.02 -2.07 -2.32
H -1.84 0.26 -5.55
H -0.19 -3.06 4.25
H 0.09 -3.49 -0.78
H 1.46 2.38 4.78
H 1.75 -5.39 2.97
C -3.69 2.01 -3.28
H -0.92 -2.09 2.09
C 2.21 -1.18 -2.08
H 2.88 0.83 -4.59
H -1.67 0.97 2.73
P 0.93 2.50 2.45
H -1.55 -2.90 -0.14
C -2.79 2.17 -5.86
C 3.62 2.58 3.21
H -1.04 2.24 5.63
H -1.48 2.87 4.03
O 0.97 -1.08 -2.86
C -1.85 0.34 -0.65
H 1.73 -3.67 0.43
C 2.21 -4.98 2.07
C -1.31 -3.08 2.37
C 3.30 -0.52 -2.92
C 2.69 2.36 2.02
H -3.52 -0.95 -1.12
H -3.13 -0.09 1.03
C -0.88 -3.78 -0.31
C 0.26 1.43 -0.07
C -4.01 3.07 -4.13
H 0.99 6.11 1.37
H 4.63 2.27 2.93
C -2.91 0.94 -3.79
H 1.21 1.85 -0.41
C 1.36 -3.87 1.45
H -2.45 2.28 -6.89
H 2.40 -2.25 -1.90
C -2.18 0.38 0.73
H 0.59 0.48 -4.19
C -0.67 2.80 4.76

A structure of composition C29H48Cl2CoNOP. Source: the OMol25 dataset; level of theory: wB97M-V/def2-TZVPD.

Calculated values
highest occupied orbital energy (spin up / spin down) = -0.816 / -1.360 eV
multiplicity = 5
<S²> = 6.06
HOMO-LUMO gap (spin up / spin down) = 3.0543 / 2.3330 eV
lowest unoccupied orbital energy (spin up / spin down) = 2.238 / 0.973 eV
charge = -1

Atoms and positions in Å:
H 0.44 -0.02 -4.42
C -3.23 -1.69 -2.46
H -1.82 0.88 -4.16
H 3.58 -4.36 1.50
H 0.20 6.52 -0.09
H 0.08 -6.81 1.02
H -1.89 1.26 7.18
H 4.02 -1.59 -4.39
H 3.60 -1.35 -2.06
H 2.31 5.03 -0.06
C -1.18 4.88 -0.26
H 2.17 -2.34 1.49
H -1.09 2.83 0.51
H -1.53 5.35 -1.19
H 2.16 0.83 -1.99
H -1.90 5.15 0.53
C 0.20 5.44 0.11
H 2.37 -0.65 4.56
H -4.48 0.96 -2.68
C -3.99 -0.95 -3.56
H -0.23 3.32 -2.43
C 0.29 -3.42 1.49
Cl -1.99 0.31 2.07
C 1.29 3.30 -0.82
H 2.38 -2.09 -4.75
C -0.45 -2.24 1.78
H 0.99 0.02 8.13
C 0.01 -0.19 7.69
H 1.39 2.79 0.15
H 2.00 -1.17 6.23
H 1.15 1.59 -4.20
H 2.11 2.95 -1.46
C -1.78 0.36 -2.07
C 2.97 -1.41 -4.14
O 0.11 0.66 4.20
C 0.52 -5.82 1.17
H 1.44 -1.28 -0.97
H -1.11 2.30 5.94
H -4.24 1.05 -4.41
C 2.63 0.03 -4.54
H -1.40 -2.15 1.21
C 1.45 -1.18 -2.07
H -2.21 3.05 -0.84
H -0.77 0.21 8.35
H 1.14 -1.91 4.86
C 1.29 0.52 -3.97
H 1.51 5.29 -1.61
H -1.34 -1.68 -1.39
C 1.91 -5.73 1.34
C -1.79 -1.18 -2.26
C -1.22 3.35 -0.46
C -3.87 0.58 -3.50
C -1.36 1.27 6.22
C -0.08 2.90 -1.41
P -0.16 1.13 -1.79
C -2.43 1.07 -3.26
Cl 1.52 -0.03 1.52
C -0.29 -4.70 1.20
N -0.15 0.47 6.39
H 2.60 0.16 -5.62
C 1.29 0.30 -2.45
C 2.76 -1.75 -2.65
C 1.71 -3.32 1.49
H -1.36 -4.77 1.00
H -2.44 2.16 -3.10
H 0.62 -1.77 -2.47
H -5.06 -1.21 -3.50
C 2.49 -4.46 1.45
H 3.40 0.71 -4.16
H -2.00 0.85 5.42
C 1.56 -0.96 5.24
H 2.79 -2.84 -2.52
H -0.11 -1.29 7.61
H -3.64 -1.29 -4.54
C 0.50 0.10 5.29
H -1.21 -1.43 -3.16
H 2.54 -6.62 1.36
H -3.21 -2.77 -2.68
H 0.36 5.36 1.20
C 1.40 4.82 -0.62
H -3.77 -1.58 -1.51
Co -0.15 -0.65 2.88
H -2.32 0.56 -1.11

A structure of composition C29H48NP3PtS2. Source: the OMol25 dataset; level of theory: wB97M-V/def2-TZVPD.

Calculated values
highest occupied orbital energy (spin up / spin down) = -15.970 / -19.160 eV
multiplicity = 5
<S²> = 6.04
HOMO-LUMO gap (spin up / spin down) = 5.7609 / 5.2628 eV
lowest unoccupied orbital energy (spin up / spin down) = -10.209 / -13.898 eV
charge = +4

Atoms and positions in Å:
H 3.24 -2.51 -5.75
C 2.04 -2.44 -8.96
C 2.72 -2.16 -6.64
H 3.66 0.90 -2.74
H -1.20 -1.08 3.07
H 0.93 0.54 -7.72
C 0.21 1.70 4.50
H 0.60 -0.70 -4.57
H -3.22 1.07 -1.88
H -0.82 -2.14 -1.85
H -0.29 3.94 -1.15
H -2.33 -3.55 1.14
C 1.99 -0.96 -6.58
H 0.89 -4.47 5.07
H 0.94 -0.76 -9.82
H -0.52 0.92 4.28
H -2.51 0.05 2.62
H 1.53 -0.23 5.44
C 2.10 3.67 5.11
Pt -0.07 0.10 -0.35
P 1.60 1.28 -1.48
H 3.60 -0.05 -1.22
H 1.99 -2.16 1.62
C 1.42 -0.43 -7.75
H 0.83 -2.59 -0.02
H -1.98 2.03 -2.75
C 0.87 3.65 5.78
C -3.37 -1.19 -0.08
C -2.78 2.13 1.00
H 0.63 4.39 6.54
S 1.83 0.54 2.52
H 3.02 2.17 0.29
H 1.41 -4.33 2.62
C 1.71 -2.21 2.67
C -2.11 -0.95 2.47
H -3.87 -0.25 0.13
H 2.84 4.43 5.34
H -1.14 -3.47 -0.19
H 0.28 1.53 -3.51
H -0.25 3.77 0.64
H -2.86 -1.69 2.79
H -3.36 3.03 0.76
H 0.48 -1.24 -2.79
H 0.28 3.04 -2.54
H 0.98 -2.40 6.47
C 1.66 -1.04 3.43
H 2.69 -0.59 -2.66
C -1.41 -3.06 0.79
H -3.46 1.27 1.06
C 1.43 1.73 3.83
H -2.27 2.27 1.96
H -3.25 2.86 -1.79
C 2.72 -2.91 -7.82
H -1.02 2.60 6.00
C 1.46 -1.12 4.82
H -1.73 4.33 -0.19
H -0.19 1.29 2.09
S 1.75 -0.09 -5.08
H 1.99 -3.05 -9.86
C 1.16 -2.36 5.40
H 3.33 2.73 3.60
C 1.40 -3.44 3.25
P -1.72 -1.27 0.71
C -0.87 3.66 -0.27
C -2.60 1.97 -1.85
C 1.12 -3.51 4.62
C 0.12 -1.60 -1.83
H 3.19 3.07 -1.25
H 1.73 2.60 -3.50
H 3.25 -3.86 -7.87
H -0.60 -3.27 1.51
H -3.96 -2.01 0.33
C 0.90 2.21 -2.90
H 2.11 -1.66 -0.92
C 1.05 -1.82 -0.76
N 0.44 0.64 1.62
C 2.38 2.72 4.13
C 3.02 0.28 -2.09
H -3.27 -1.32 -1.17
P -1.54 1.95 -0.35
C 2.47 2.60 -0.56
H 1.77 3.36 -0.21
C 1.42 -1.18 -8.93
C -0.07 2.66 5.48

A structure of composition C29H49Ag2FN2O14. Source: the OMol25 dataset; level of theory: wB97M-V/def2-TZVPD.

Calculated values
highest occupied orbital energy (spin up / spin down) = -7.010 / -11.515 eV
multiplicity = 4
<S²> = 3.76
HOMO-LUMO gap (spin up / spin down) = 5.0988 / 5.4546 eV
lowest unoccupied orbital energy (spin up / spin down) = -1.911 / -6.061 eV
charge = +1

Atoms and positions in Å:
C -2.85 -0.48 3.53
H -2.27 5.64 -0.25
N -1.27 -0.82 -0.49
H -0.62 -2.55 4.75
H 5.27 1.98 2.10
H -0.67 2.47 -0.12
O -3.70 2.33 0.64
H -0.96 -4.15 -1.08
H 3.46 3.27 2.86
C 3.88 0.13 0.61
C -1.75 -4.47 -6.33
O -3.56 0.17 2.79
C 1.26 -5.70 -0.05
H -0.08 -3.81 -2.46
O 1.83 -6.12 0.98
O -1.99 -0.07 0.27
H -1.44 2.92 -1.57
H -0.74 -4.18 -6.61
C 0.03 -5.91 -1.99
H 5.37 -0.16 2.24
H 0.38 0.98 3.14
C 4.59 2.42 1.37
H 1.21 4.00 -3.39
H 3.15 -1.49 -0.37
H -1.77 4.15 1.30
O -1.84 -4.50 -4.92
H 4.09 -0.36 -1.54
H 4.52 -1.66 1.95
O 0.55 -6.55 -0.81
C -1.75 -1.56 3.16
C 1.45 3.80 -2.35
H 0.54 2.26 2.10
C 1.17 -4.26 -0.65
H 1.18 -0.47 1.06
H -2.75 6.68 1.08
C -1.64 -2.29 4.49
C 0.81 4.82 -1.48
H -2.30 -1.87 -5.47
H -2.80 -1.89 6.19
O -2.85 -3.46 -3.21
O 1.21 5.92 -1.16
C 1.09 1.78 2.91
O -2.94 -0.35 4.89
C 4.88 -0.75 1.47
C -4.32 5.70 -0.04
Ag -4.32 0.03 0.63
C -2.66 -3.53 -4.43
H 2.64 0.15 4.41
O 1.86 -0.73 1.68
H -4.00 -2.11 -5.48
O -1.82 -1.65 -1.20
H -2.12 -2.27 2.42
H 2.08 -4.01 -1.20
C -2.94 5.72 0.61
H 2.65 3.31 1.38
H 0.73 -6.19 -2.78
H 5.16 3.32 1.20
Ag -4.03 -2.82 -1.21
H -2.62 -3.08 -7.77
C -0.03 -4.43 -1.57
C -2.14 -1.26 5.59
H 5.78 -1.15 1.01
N 2.69 0.35 1.48
C 0.77 2.55 -1.81
H 2.53 3.80 -2.20
H 3.28 1.64 4.73
H 1.44 2.02 -1.14
F -4.55 -0.60 -1.57
C -0.49 3.01 -1.05
C 4.53 1.50 0.16
O -4.60 4.27 -0.12
H 4.30 0.66 3.85
H -0.95 -6.34 -2.20
H 1.09 2.45 3.77
H -1.31 -0.83 6.15
H -2.34 -3.13 4.44
C 2.56 1.38 2.61
C -3.06 -2.64 -5.62
H 5.56 1.31 -0.12
H -0.85 -1.01 2.87
H -1.90 -5.48 -6.71
H 2.50 -0.04 -1.11
H -3.77 -4.14 -7.11
H 1.02 -3.40 0.02
C -2.88 -3.58 -6.84
H -5.13 6.10 0.58
C 3.24 0.91 3.92
O -0.10 -0.79 -0.36
H 0.49 1.87 -2.62
C 3.41 -0.48 -0.70
H -4.21 6.12 -1.03
O -0.28 4.41 -0.83
C -3.69 3.57 0.60
C -2.80 4.50 1.36
H -3.09 4.56 2.41
H 4.07 2.02 -0.68
C 3.22 2.63 2.01

A structure of composition C29H49AlB3ClF6LiMgN3O21PS. Source: the OMol25 dataset; level of theory: wB97M-V/def2-TZVPD.

Calculated values
highest occupied orbital energy = -14.082 eV
HOMO-LUMO gap = 1.0571 eV
lowest unoccupied orbital energy = -13.025 eV
charge = +3

Atoms and positions in Å:
O 1.52 0.37 3.33
F 0.24 0.02 -3.86
H -0.22 1.26 2.87
B 0.11 1.44 -3.94
C 5.62 -4.07 5.41
C -1.82 -3.34 0.57
C -1.26 -1.31 -0.65
C -0.45 -1.47 3.86
O 7.50 -0.53 -0.64
H 7.60 -6.12 4.17
H -0.27 1.51 -0.47
O 4.32 -2.14 5.78
H 3.40 1.02 5.49
H 0.51 -2.03 3.60
O 9.82 -2.86 -1.74
H -1.99 1.65 7.52
C -0.20 6.84 -7.71
C -1.79 5.28 -5.16
H -0.40 7.84 -7.31
C 5.12 -2.73 5.08
H -1.51 -3.92 1.47
Cl -5.29 -2.94 2.37
C -1.32 1.82 6.68
O 1.05 -3.15 0.69
O 7.86 -4.60 2.69
H -2.62 4.14 5.75
O 5.14 -0.87 3.53
C 2.06 0.58 4.48
H -2.70 -0.54 -1.91
C -1.97 4.14 -7.20
O -1.60 4.30 -0.75
H -2.20 2.95 -2.09
C -5.65 0.48 -2.47
C -2.09 -1.05 1.61
H -3.01 4.42 -7.05
N -1.98 -0.23 -1.26
H -1.26 -2.21 4.13
H -3.33 -4.46 -1.79
H -1.03 5.57 -4.44
H -0.32 4.60 -8.56
H 4.51 -0.65 4.26
F -1.28 1.78 -3.98
O 0.46 -4.51 -1.42
C -3.96 -3.80 -1.14
H -2.12 6.17 -5.70
F 0.75 1.90 -5.10
O 2.43 -2.74 -1.41
O -3.85 -4.91 -0.01
O 9.35 -0.97 -2.84
F 8.72 -4.70 -0.73
H -5.22 1.42 -2.92
C -3.27 3.28 5.55
H -2.79 -1.59 2.32
C 7.04 -4.02 3.38
H -6.61 -0.53 -3.89
F 0.72 2.03 -2.79
C -3.46 -3.57 0.42
H 5.23 -4.53 6.30
C -1.35 4.91 -8.38
H 0.01 -1.37 -2.29
Al -8.69 0.54 -2.50
H -5.51 1.63 -0.62
O 8.31 -2.50 0.05
O -1.42 6.30 -8.17
H -2.63 1.06 1.86
H 0.50 6.94 -8.55
B -0.85 -0.60 2.55
C -5.20 -0.47 -0.04
O -1.33 2.24 4.04
C -1.27 1.91 -0.18
H -5.96 -1.25 0.25
H -1.94 3.07 -7.44
C -5.96 0.64 -0.90
H -0.03 -4.38 -2.26
O -6.88 0.18 -3.27
C 6.52 -2.69 3.04
O -0.06 0.52 2.24
Li 9.85 0.16 -0.07
F 10.37 -3.60 0.45
H 2.73 -3.60 -1.78
N -0.21 -1.79 -1.37
O 1.55 0.53 5.61
H -3.31 1.35 -0.72
H -3.92 3.50 4.71
B 9.32 -3.46 -0.48
C -4.47 0.08 1.26
O -1.22 4.32 -6.03
H -0.80 2.77 6.80
O 3.38 0.95 4.51
H -4.93 -0.34 -2.69
H -1.23 2.33 0.87
C -2.43 0.79 -0.27
H -0.19 -0.76 4.69
C 5.63 -2.09 3.83
Mg 1.68 -1.14 1.17
C 6.51 -4.68 4.61
H -7.08 0.62 -0.75
H -1.49 -3.78 -0.40
H -2.63 4.83 -4.63
H -4.46 -0.98 -0.72
C 8.23 -1.50 -0.79
P 0.91 -3.01 -0.85
H -5.09 -3.88 -1.16
O 6.97 -5.90 4.89
C -1.71 3.16 -1.09
H -4.90 1.09 1.48
H -0.59 1.01 6.63
H 0.25 6.23 -6.92
H 6.89 -2.23 2.13
S -2.27 1.84 5.15
H -3.88 3.06 6.43
N -1.46 -1.89 0.59
H -1.93 4.69 -9.28
C 9.18 -1.72 -1.92
H -4.71 -0.64 2.09
H -4.21 -2.93 1.17
C -2.87 0.24 1.12

Ordered maximum force results: 2.2; 3.8; 2.6; 5.5; 7.6; unit eV/Å.
Ordered calculated total energy results: -4550.6513; -3908.2203; -3126.7197; -2690.4758; -5201.3737; unit a.u..